47
Properties=species:S:1:pos:R:3 method="wB97M-V/def2-TZVPD" lumo_ev=0.4 smiles="Cc1nccn1CCCN1C(=O)OC2(CCCCC2)[C@]1(C)O" homo_energy_ev=-8.402 relative_energy_ev=0.036
C -5.206 -0.961 1.409
C -4.898 0.172 0.502
N -5.785 0.976 -0.024
C -5.090 1.871 -0.775
C -3.757 1.600 -0.701
N -3.634 0.513 0.124
C -2.409 -0.167 0.440
C -2.047 -1.192 -0.641
C -0.848 -2.050 -0.229
N 0.329 -1.260 0.049
C 0.704 -0.968 1.327
O 0.091 -1.234 2.322
O 1.881 -0.318 1.313
C 2.265 0.000 -0.031
C 1.890 1.467 -0.305
C 2.651 2.407 0.627
C 4.153 2.227 0.451
C 4.528 0.781 0.747
C 3.777 -0.178 -0.174
C 1.392 -0.975 -0.905
C 2.109 -2.259 -1.328
O 0.898 -0.407 -2.078
H -6.280 -0.993 1.564
H -4.881 -1.908 0.981
H -4.713 -0.831 2.372
H -5.595 2.646 -1.315
H -2.906 2.078 -1.141
H -2.512 -0.672 1.404
H -1.612 0.576 0.539
H -2.899 -1.854 -0.806
H -1.838 -0.681 -1.583
H -1.086 -2.592 0.691
H -0.620 -2.764 -1.021
H 0.815 1.602 -0.146
H 2.133 1.703 -1.343
H 2.378 2.180 1.659
H 2.361 3.438 0.413
H 4.689 2.897 1.125
H 4.437 2.481 -0.574
H 4.271 0.546 1.780
H 5.602 0.633 0.617
H 4.047 0.012 -1.214
H 4.052 -1.201 0.081
H 2.456 -2.807 -0.457
H 2.943 -2.018 -1.979
H 1.414 -2.878 -1.889
H 0.353 0.363 -1.874

45
Properties=species:S:1:pos:R:3 method="wB97M-V/def2-TZVPD" lumo_ev=0.3 smiles="CC[C@@H](C)NC(=O)C1=C(C)C(=O)O[C@]12CC[C@@H](C)CC2" homo_energy_ev=-9.886 relative_energy_ev=0.002
C -3.244 -2.185 1.562
C -4.229 -1.174 0.987
C -3.715 -0.538 -0.309
C -4.740 0.428 -0.901
N -2.469 0.160 -0.070
C -1.295 -0.213 -0.623
O -1.182 -1.158 -1.380
C -0.145 0.633 -0.210
C -0.097 1.945 0.063
C -1.124 3.018 0.036
C 1.311 2.269 0.427
O 1.757 3.340 0.737
O 2.035 1.145 0.367
C 1.239 0.043 -0.091
C 1.765 -0.408 -1.459
C 3.215 -0.880 -1.366
C 3.468 -1.834 -0.181
C 4.369 -1.175 0.864
C 2.143 -2.285 0.435
C 1.305 -1.109 0.932
H -2.309 -1.700 1.837
H -3.022 -2.957 0.828
H -3.658 -2.657 2.449
H -5.177 -1.670 0.774
H -4.421 -0.388 1.722
H -3.480 -1.324 -1.035
H -5.660 -0.100 -1.135
H -4.354 0.873 -1.815
H -4.967 1.222 -0.193
H -2.489 0.918 0.592
H -1.894 2.815 -0.705
H -1.589 3.127 1.017
H -0.632 3.962 -0.192
H 1.107 -1.198 -1.820
H 1.698 0.431 -2.155
H 3.857 -0.005 -1.260
H 3.471 -1.367 -2.308
H 3.981 -2.730 -0.548
H 5.356 -0.992 0.445
H 3.953 -0.224 1.182
H 4.483 -1.820 1.733
H 1.572 -2.843 -0.309
H 2.336 -2.957 1.273
H 0.293 -1.461 1.143
H 1.722 -0.709 1.856